A 2-piece molecular cluster, C32H55BrN5O8P2 overall in a non-equilibrium geometry, computed with ωB97M-V/def2-TZVPD.

```
103
Properties=species:S:1:pos:R:3:forces:R:3
C 0.4953 -6.6566 2.6318 -0.41 -0.40 0.00
O -0.6042 -5.7803 2.2848 0.80 1.07 -0.71
C -0.3304 -5.0716 1.0285 0.16 -2.04 -0.40
C -1.4020 -3.9834 0.6938 -0.83 -1.05 -0.62
C -1.6169 -2.6505 1.5136 -2.87 0.55 -1.00
C -0.5887 -1.4398 1.5745 3.31 -2.83 1.18
C 0.2866 -1.5755 2.9581 0.75 0.26 0.63
C 0.5633 -3.0344 3.5325 0.06 0.06 1.29
C -0.5170 -3.6285 4.5601 0.66 -0.10 0.35
Br 2.1144 -2.6891 4.8368 -0.42 0.02 -0.74
C 0.6268 -1.6166 0.4996 0.50 0.14 -0.52
C 0.3648 -1.2018 -1.0280 0.21 -0.59 0.82
C 0.7856 -2.4956 -1.9024 1.35 0.22 -0.45
C 0.5533 -2.4275 -3.4676 -2.53 -2.28 -2.54
O -0.4204 -3.1258 -3.9136 3.20 2.63 1.99
C 1.3916 -1.6595 -4.5766 1.32 2.89 -2.30
C 2.7489 -2.0954 -5.1789 -2.16 3.04 -0.59
C 3.4166 -1.1992 -6.2596 -2.51 0.34 1.26
C 2.7783 0.1110 -6.7842 -1.16 -2.32 2.69
C 1.4200 0.5676 -6.1980 1.83 -3.53 0.99
C 0.7333 -0.3360 -5.1203 2.68 -0.17 -1.52
P 1.5592 0.1460 -1.7406 -0.71 0.48 -0.76
P 3.6578 -0.3742 -1.3830 5.25 -1.43 -2.63
O 4.3468 -0.9556 -2.6447 -2.87 1.53 3.36
O 3.9515 -1.4637 -0.1178 -0.99 1.46 -0.59
O 4.5596 1.0552 -1.0144 -2.16 -2.72 1.08
C -1.1462 -0.7567 -1.0892 -0.58 -2.32 -0.99
N -1.6173 -0.3092 -2.4706 -1.01 -0.07 1.16
C -1.6922 0.2511 0.0637 -2.09 0.53 -4.20
C -1.6927 1.7426 -0.4994 0.13 1.17 -0.54
C -2.3068 2.9126 0.3901 1.34 2.68 0.28
N -1.8054 4.1432 0.4204 -0.90 -4.00 -0.91
N -1.2295 -0.0173 1.5107 -2.31 -2.01 -0.91
C -2.5580 0.0164 2.2870 -4.06 0.02 0.70
C -2.7917 -0.5741 3.7231 -1.33 -1.00 2.79
N -2.8697 0.4237 4.8733 1.38 -0.64 -1.11
N -0.3814 0.8853 2.0714 1.57 2.53 1.48
C -0.5802 1.6886 3.2694 1.12 1.27 6.58
C -1.4746 2.9726 3.5755 -0.32 0.99 -1.01
O 0.2143 1.4897 4.2547 -2.50 -0.19 -4.52
C 0.8307 1.4925 1.6003 4.21 5.86 -2.72
C 2.3911 1.2199 1.9917 -0.57 -1.21 1.52
O 0.7890 2.6606 1.0737 -1.23 -4.75 1.64
H 0.2793 -7.0574 3.6908 0.40 0.62 -1.79
H 1.4668 -6.0554 2.6216 -1.03 -1.00 0.04
H 0.5091 -7.5230 1.8646 0.33 1.26 1.30
H -0.4285 -5.9088 0.2263 0.19 1.55 0.87
H 0.7765 -4.7867 1.0096 -1.39 0.11 0.03
H -2.4162 -4.5468 0.8162 1.70 0.96 -0.04
H -1.3983 -3.7924 -0.4493 0.35 -0.15 1.91
H -2.1158 -2.9365 2.5154 1.33 0.74 -1.41
H -2.5303 -2.2628 0.8974 1.39 -0.42 1.17
H 1.3539 -1.1488 2.8332 -2.03 -0.46 -0.18
H -0.1346 -0.9977 3.8397 0.35 -0.63 -1.23
H 1.0760 -3.7778 2.8516 -1.13 0.97 0.64
H -0.8479 -2.7690 5.2578 0.40 -1.34 -1.16
H -1.3954 -4.1775 4.0914 1.18 0.83 0.49
H 0.0602 -4.3629 5.2384 -1.18 1.02 -1.18
H 1.5754 -1.0478 0.7681 -1.54 -0.65 0.33
H 0.9700 -2.7223 0.5463 -0.90 1.78 0.09
H 0.3663 -3.4865 -1.5280 0.11 1.53 -0.53
H 1.9333 -2.6035 -1.7490 -1.69 0.24 -0.31
H 3.1924 -3.0768 -4.7998 -0.43 1.73 -0.77
H 4.4314 -1.5767 -6.6547 -1.89 0.86 0.60
H 3.3699 0.6983 -7.5802 -1.28 -0.95 1.49
H 0.9475 1.5346 -6.5932 0.64 -1.75 0.86
H -0.2751 0.0541 -4.7318 1.79 -0.91 -0.46
H 1.4043 1.3907 -1.0419 0.13 -0.84 0.37
H 3.6590 -2.3796 -0.3107 0.40 0.80 -0.19
H 4.6925 1.0988 -0.0382 0.01 0.18 -0.82
H -1.7500 -1.7497 -1.0276 1.27 1.41 0.92
H -2.6243 -0.0852 -2.2926 0.96 0.14 -0.50
H -1.7331 -1.1534 -3.0765 0.62 0.63 0.71
H -2.8197 0.0286 -0.1050 1.82 0.00 1.43
H -2.3950 1.8353 -1.4211 1.12 -0.87 1.47
H -0.6600 1.9863 -0.9596 -1.69 0.07 1.16
H -3.2799 2.8002 1.0010 1.50 -0.29 -1.16
H -0.9616 4.1273 -0.1989 -0.54 0.22 0.71
H -3.4006 -0.5450 1.7216 2.24 0.73 0.32
H -3.0240 1.0763 2.2754 1.51 -1.49 0.03
H -3.8617 -1.0305 3.8154 1.76 0.72 -1.20
H -2.1589 -1.4482 4.0869 -0.47 1.14 -1.23
H -3.5484 0.1076 5.5767 0.57 0.07 -0.48
H -1.9203 0.4093 5.2792 -0.91 0.40 0.27
H -1.5554 3.2289 4.6953 0.45 -1.12 -1.78
H -2.5255 2.9786 3.1557 1.38 -0.15 0.37
H -0.9219 3.8701 3.0935 -0.86 -1.54 0.53
H 2.9390 0.5847 1.2242 -0.97 0.49 1.17
H 2.3900 0.7596 3.0551 0.20 0.29 -1.90
H 2.9841 2.1878 2.1118 -1.46 -1.03 -0.54
C -0.2738 7.0547 -1.8658 0.04 -0.12 0.43
C 0.5969 7.4179 -3.0482 0.12 0.38 -0.22
C 0.3922 6.2298 -3.9674 0.07 -0.29 -0.15
O -0.9335 5.7396 -3.7225 0.15 0.13 0.23
C -1.4447 6.3648 -2.5374 -0.29 0.03 -0.23
H -0.5745 7.9120 -1.2614 0.00 -0.09 -0.04
H 0.2560 6.3475 -1.2179 -0.03 0.06 0.02
H 0.2163 8.3278 -3.5232 0.07 -0.06 0.03
H 1.6445 7.5809 -2.7894 -0.07 -0.03 -0.04
H 1.0963 5.4227 -3.7370 0.09 0.05 -0.04
H 0.4974 6.4926 -5.0224 -0.09 -0.09 0.05
H -2.2087 7.0875 -2.8429 -0.03 0.00 0.12
H -1.9126 5.6129 -1.8975 -0.04 0.00 -0.11
```
Positions in Å, forces in eV/Å.

Results
- charge = +1
- gap between HOMO and LUMO (eV) = 6.32
- calculated total energy (Eh) = -5383.99086
- HOMO level (eV) = -10.4
- LUMO energy (hartree) = -0.15058

C24H30GeN9OS2Ti as an isolated structure, computed with ωB97M-V/def2-TZVPD.

```
68
Properties=species:S:1:pos:R:3:forces:R:3
Ti 0.0784 0.2166 -0.0382 0.02 0.76 -0.27
C -2.4075 -0.3414 4.7485 0.02 -0.08 0.03
C -1.1517 -0.9447 4.7652 -0.07 0.03 0.02
C -0.1975 -0.6122 3.8235 0.01 0.07 -0.11
C -0.4688 0.3436 2.8285 -0.04 -0.03 0.21
C -1.7358 0.9320 2.8164 0.06 0.00 0.03
C -2.6910 0.5924 3.7673 -0.02 0.01 -0.06
N 0.4742 0.6701 1.8447 -0.04 -0.17 0.20
C 1.8143 0.8496 2.2061 -0.17 -0.07 -0.11
C 2.3113 1.2463 3.4344 0.10 0.08 0.08
C 3.6875 1.4245 3.5885 -0.05 -0.01 -0.01
C 4.5453 1.2150 2.5194 -0.04 -0.01 -0.05
C 4.0486 0.8201 1.2772 0.12 0.00 0.09
C 2.6871 0.6219 1.1332 -0.08 0.02 0.09
N 2.0147 0.2205 -0.0149 0.13 -0.19 -0.11
N 2.8263 0.0907 -1.1202 0.03 -0.02 -0.16
C 2.0805 -0.0638 -2.1732 -0.04 0.11 -0.20
C 2.6210 -0.1704 -3.5071 0.04 -0.08 0.25
C 1.7892 -0.3142 -4.5582 -0.11 -0.01 -0.11
C 0.3723 -0.3547 -4.3597 0.09 -0.01 -0.10
C -0.0941 -0.2258 -3.0942 -0.05 -0.02 0.10
N 0.7086 -0.0804 -2.0078 -0.10 -0.08 0.20
H -3.1526 -0.6043 5.4888 0.01 0.00 0.01
H -0.9186 -1.6863 5.5202 0.00 0.00 0.00
H 0.7760 -1.0851 3.8399 0.01 0.00 -0.01
H -1.9366 1.6944 2.0777 0.00 0.02 -0.04
H -3.6610 1.0770 3.7425 0.00 0.00 0.00
H 1.6347 1.4329 4.2591 0.00 0.00 0.01
H 4.0820 1.7402 4.5466 -0.01 0.00 0.00
H 5.6104 1.3662 2.6458 0.01 0.00 -0.01
H 4.6951 0.6584 0.4274 0.01 0.00 0.00
H 3.6950 -0.1206 -3.6207 0.00 -0.01 0.02
H 2.1917 -0.3872 -5.5619 0.00 0.00 0.00
H -0.3112 -0.4674 -5.1886 0.00 0.00 0.00
H -1.1603 -0.2330 -2.8889 0.01 0.00 0.00
C -1.2413 4.4461 2.1910 -0.11 0.00 -0.15
O -0.9273 3.5325 1.1384 0.09 0.05 0.25
C -0.2614 3.9680 0.0472 -0.11 0.02 0.03
S -0.0314 5.5853 -0.2680 -0.04 -0.11 0.05
S 0.2508 2.6923 -0.9634 0.17 -0.02 -0.21
H -1.3923 3.8286 3.0751 0.00 -0.01 -0.02
H -2.1540 4.9959 1.9514 0.05 0.03 0.00
H -0.4327 5.1573 2.3411 0.03 -0.02 0.01
C -1.5568 -4.8356 0.5280 0.04 -0.10 0.03
Ge -2.0334 -2.9448 0.2604 0.11 0.05 -0.05
C -3.3073 -2.5665 1.7058 -0.10 -0.03 0.12
C -2.9450 -2.9359 -1.4826 -0.05 0.03 -0.03
C -0.4346 -1.8638 0.2883 -0.02 0.13 -0.08
H -2.4460 -5.4698 0.5580 0.00 -0.01 0.00
H -1.0158 -4.9554 1.4684 0.00 -0.01 0.00
H -0.9104 -5.1843 -0.2795 0.00 0.00 0.00
H -4.2976 -2.9615 1.4564 0.00 0.01 0.00
H -3.3760 -1.5022 1.9190 0.02 0.01 0.04
H -2.9763 -3.0623 2.6203 -0.01 0.00 0.01
H -3.8906 -3.4804 -1.4214 0.00 0.00 -0.01
H -2.3155 -3.4353 -2.2216 0.00 0.01 0.00
H -3.1450 -1.9260 -1.8374 -0.01 0.03 -0.02
H 0.2490 -2.3505 -0.4216 0.01 0.00 0.01
H 0.0241 -2.0169 1.2756 -0.03 -0.02 0.00
N -5.4848 0.1623 0.3134 0.05 0.01 -0.05
N -4.2802 0.6908 -0.1324 -0.02 0.07 0.01
N -4.1650 1.9257 -0.5824 0.05 -0.05 0.03
C -2.8597 2.0001 -0.7954 -0.09 0.03 0.02
N -2.2378 0.8559 -0.4611 0.09 -0.54 0.10
N -3.1722 0.0255 -0.0561 0.12 0.18 -0.08
H -6.0311 -0.0911 -0.5038 0.00 -0.03 0.02
H -5.2351 -0.6813 0.8240 -0.02 -0.01 0.00
H -2.3390 2.8603 -1.1772 -0.03 0.02 -0.01
```
Positions in Å, forces in eV/Å.

Results
- charge = -1
- gap between HOMO and LUMO (eV) = 5.95
- calculated total energy (Eh) = -5223.41903
- HOMO level (eV) = -3.6
- LUMO energy (hartree) = 0.08531

One molecule with the formula C4H2F2O in a non-equilibrium geometry, computed with ωB97M-V/def2-TZVPD.

```
9
Properties=species:S:1:pos:R:3:forces:R:3
O -1.0689 -2.0750 0.1898 2.21 2.92 -0.68
C -0.4184 -1.0490 -0.0080 -2.07 -0.83 0.32
C 1.0073 -0.5699 -0.1530 0.60 -0.86 -0.92
C 0.6934 0.7324 0.0690 0.95 -1.74 0.07
C -0.8167 0.5902 0.0563 2.17 -2.68 -2.03
F -1.3824 1.0679 -1.0983 0.00 -0.03 0.73
F -1.4748 0.9769 1.0862 -1.53 1.06 1.66
H 1.9991 -1.1087 -0.4603 -2.05 1.13 1.05
H 1.4615 1.4351 0.3182 -0.28 1.04 -0.20
```
Positions in Å, forces in eV/Å.

Results
- charge = 0
- gap between HOMO and LUMO (eV) = 9.93
- calculated total energy (Eh) = -428.51419
- HOMO level (eV) = -10.0
- LUMO energy (hartree) = -0.00343
- SMILES string = O=C1C=CC1(F)F

One molecule with the formula C3H7N3O2 in a non-equilibrium geometry, computed with ωB97M-V/def2-TZVPD.

```
15
Properties=species:S:1:pos:R:3:forces:R:3
N 1.0589 1.2309 1.5718 -2.42 -2.55 2.20
N 0.6953 -0.2739 1.7643 -0.13 -2.63 -1.97
C -0.0864 -1.0518 0.9824 0.79 9.65 2.11
N -1.1334 -0.5118 0.1753 -2.35 2.79 -3.02
C -0.8592 -0.6585 -1.3237 0.25 -1.21 0.02
C 0.5482 -0.0529 -1.6902 -2.35 -0.42 0.07
O 1.0958 -0.4734 -2.7231 -0.33 2.80 4.02
O 0.6966 1.0674 -0.7229 1.43 -1.63 -4.73
H 1.7894 1.2180 2.2730 0.38 0.20 -0.11
H 0.3023 1.6841 2.1061 0.15 0.18 -0.20
H -0.0125 -2.0554 0.9838 0.32 -3.32 0.36
H -1.6365 0.5441 0.1856 2.30 -3.77 1.38
H -1.0005 -1.7888 -1.5426 0.56 2.04 -0.18
H -1.4862 -0.0088 -2.0553 0.26 -1.29 1.76
H 0.0282 1.1309 0.0156 1.16 -0.83 -1.69
```
Positions in Å, forces in eV/Å.

Results
- charge = 0
- gap between HOMO and LUMO (eV) = 9.26
- calculated total energy (Eh) = -433.07406
- HOMO level (eV) = -9.1
- LUMO energy (hartree) = 0.00544
- SMILES string = N/N=C\NCC(=O)O

One molecule with the formula C5H8N2 in a non-equilibrium geometry, computed with ωB97M-V/def2-TZVPD.

```
15
Properties=species:S:1:pos:R:3:forces:R:3
N -0.8089 -1.2143 -1.4282 0.06 -0.15 -0.08
C -0.1536 -0.9331 -0.1940 -0.22 0.17 0.36
C 2.1442 -1.6871 -0.3687 -0.47 -0.76 0.69
N 1.0493 -1.8301 0.0693 1.10 1.27 -1.36
C 0.2149 0.5402 -0.1150 0.03 -0.17 -0.02
C 0.5113 1.1403 1.2245 0.17 -0.06 0.14
C -0.7753 1.4762 0.5293 -0.15 -0.02 -0.10
H -1.0156 -2.1996 -1.5257 -0.04 0.02 -0.05
H -0.2699 -0.9090 -2.2346 -0.03 -0.09 0.24
H -0.8005 -1.1961 0.6338 -0.39 0.18 0.05
H 0.7769 0.9264 -0.9702 -0.14 -0.23 0.23
H 0.4789 0.4673 2.0771 -0.04 0.13 -0.09
H 1.2820 1.9018 1.2862 -0.11 -0.13 -0.03
H -0.8916 2.4705 0.1019 0.05 -0.26 0.09
H -1.6960 1.0391 0.9109 0.19 0.09 -0.07
```
Positions in Å, forces in eV/Å.

Results
- charge = 0
- gap between HOMO and LUMO (eV) = 11.15
- calculated total energy (Eh) = -304.74561
- HOMO level (eV) = -10.2
- LUMO energy (hartree) = 0.03354

C19H31N10O2V as an isolated structure in a non-equilibrium geometry, computed with ωB97M-V/def2-TZVPD.

```
63
Properties=species:S:1:pos:R:3:forces:R:3
V 0.1221 0.0852 -0.1884 -0.27 -0.56 0.24
N 2.2939 -2.6153 1.5196 0.06 -0.02 0.02
C 3.1780 -1.6612 2.3108 -0.03 0.02 -0.01
C 2.3652 -0.8689 3.3289 0.00 -0.02 -0.04
C 1.6343 0.3636 2.7958 0.06 -0.03 0.00
N 0.3884 0.0024 2.0546 -0.11 0.15 -0.12
C 2.5724 1.2215 1.9459 0.00 -0.02 0.00
C 3.3011 0.4714 0.8328 0.03 -0.04 0.07
N 2.3912 0.1809 -0.3207 -0.10 0.36 -0.10
C 3.9970 -0.7765 1.3780 -0.02 -0.01 0.02
H 1.7970 -3.2423 2.1561 0.00 0.00 0.00
H 2.8760 -3.2025 0.9185 0.00 -0.02 0.02
H 1.5927 -2.1602 0.9110 -0.01 0.06 0.01
H 3.8526 -2.3294 2.8460 0.01 0.01 0.00
H 3.0845 -0.5187 4.0722 0.00 0.00 0.01
H 1.6832 -1.5233 3.8818 0.00 0.00 -0.01
H 1.3514 0.9488 3.6730 -0.01 0.00 -0.01
H -0.2954 0.7430 2.2029 -0.01 0.00 0.11
H -0.0638 -0.7915 2.5044 0.03 -0.03 -0.04
H 3.3290 1.6423 2.6127 -0.01 0.01 -0.01
H 2.0388 2.0753 1.5266 0.00 0.01 0.01
H 4.0994 1.1199 0.4677 0.00 0.00 0.00
H 2.8106 -0.5422 -0.9023 -0.05 -0.02 0.01
H 2.4201 1.0066 -0.9170 0.11 -0.01 -0.03
H 4.8405 -0.4249 1.9761 0.02 -0.01 -0.01
H 4.4495 -1.3642 0.5724 -0.02 0.00 0.00
N -0.0145 0.5811 -4.5019 0.00 0.10 0.03
C 0.0273 -0.3113 -3.5144 0.05 -0.04 0.01
N 0.0220 0.3320 -2.3547 -0.10 -0.07 0.08
C -0.0214 1.6528 -2.7277 0.09 -0.35 0.18
N -0.0445 1.8337 -4.0245 0.02 0.00 0.02
C -0.0575 2.6867 -1.7051 0.12 -1.42 0.77
C -0.1677 4.0154 -2.0312 -0.05 0.32 2.08
N -0.2459 4.8499 -1.0031 -0.28 2.17 -0.06
C -0.2687 4.5186 0.2982 0.14 -0.63 -2.60
C -0.1494 3.1818 0.5609 0.15 -1.47 0.26
N -0.0110 2.2227 -0.4028 -0.19 1.67 -0.82
H -0.0149 0.4225 -5.5005 0.00 0.01 -0.02
H 0.0625 -1.3771 -3.6674 -0.01 0.00 -0.01
H -0.2014 4.3833 -3.0495 0.03 0.08 0.07
H -0.3727 5.2837 1.0541 0.01 0.07 -0.07
H -0.1685 2.8709 1.5966 0.08 -0.36 0.02
O -1.8555 0.0275 0.4751 0.52 -0.38 -0.02
N -3.0712 0.2333 -0.0305 -0.28 0.42 -0.11
C -3.3085 0.0973 -1.3465 0.04 0.01 0.00
C -4.5745 0.2978 -1.8536 0.02 -0.01 -0.02
C -5.6104 0.6406 -0.9981 0.01 0.01 0.03
C -5.3400 0.7742 0.3563 -0.03 0.00 -0.01
C -4.0599 0.5674 0.8194 0.05 -0.03 0.03
H -2.4479 -0.1657 -1.9420 0.00 0.01 0.00
H -4.7392 0.1839 -2.9157 0.00 0.00 0.00
H -6.6096 0.8002 -1.3788 0.00 0.00 0.00
H -6.1139 1.0390 1.0626 0.00 0.00 0.00
H -3.7662 0.6487 1.8545 0.00 0.01 0.01
C -1.8955 -3.1012 -0.2088 0.02 0.00 0.00
C -0.5192 -3.0007 -0.7875 -0.07 -0.16 -0.05
N -0.1632 -3.9086 -1.6854 0.02 0.00 0.06
O 0.3002 -2.1110 -0.4315 -0.05 0.25 -0.02
H -2.6421 -3.2574 -0.9879 0.01 -0.01 0.00
H -2.1134 -2.2003 0.3550 -0.02 -0.01 0.02
H -1.9423 -3.9655 0.4576 0.01 -0.01 0.00
H -0.7837 -4.6627 -1.9393 -0.01 -0.01 -0.01
H 0.7726 -3.9232 -2.0616 0.00 0.01 -0.02
```
Positions in Å, forces in eV/Å.

Results
- charge = +3
- gap between HOMO and LUMO (spin up / spin down) (eV) = 7.34 / 6.65
- calculated total energy (Eh) = -2383.81616
- HOMO level (spin up / spin down) (eV) = -15.5 / -14.8
- LUMO energy (spin up / spin down) (hartree) = -0.29877 / -0.29907
- spin multiplicity = 2
- ⟨S²⟩ = 0.76

- Which of these has the lowest calculated total energy?
  C32H55BrN5O8P2